Below is a molecular structure, C27H22BrCl2LuN5O in a non-equilibrium geometry, with properties calculated with ωB97M-V/def2-TZVPD.

## Properties
Kohn-Sham gap ... 4.3 eV
Total charge ... +3
Energy ... -166540.3404 eV
Max |F| ... 1.845 eV/A
E_LUMO ... -9.397 eV

Structure (XYZ):
```
59
Properties=species:S:1:pos:R:3:forces:R:3
Lu 0.958 2.477 -2.832 0.6 -0.9 0.8
C -4.976 -6.480 5.909 -0.1 -0.1 -0.1
O -4.195 -5.330 6.235 0.0 -0.1 0.3
C -3.689 -4.583 5.270 0.2 0.3 -0.4
C -2.933 -3.470 5.686 -0.1 -0.1 0.1
C -2.365 -2.635 4.764 0.0 0.0 -0.1
C -2.525 -2.871 3.387 -0.1 -0.1 0.1
C -3.280 -3.979 2.980 0.2 0.3 -0.1
C -3.855 -4.826 3.899 -0.1 -0.2 0.2
C -1.940 -2.016 2.389 0.1 0.1 -0.1
N -2.063 -2.168 1.075 -0.1 -0.1 -0.2
C -1.365 -1.162 0.518 0.1 0.2 0.4
C -0.783 -0.348 1.496 0.0 -0.1 -0.3
N -1.164 -0.914 2.677 -0.1 -0.1 0.1
C 0.006 0.779 1.182 -0.1 -0.1 -0.2
C 0.615 1.641 2.119 0.1 0.1 -0.1
C 1.361 2.710 1.688 -0.1 -0.1 0.1
C 1.508 2.922 0.320 0.1 0.1 -0.1
N 0.952 2.134 -0.599 0.0 0.0 0.1
C 0.197 1.067 -0.195 -0.1 -0.1 0.1
C -0.405 0.244 -1.209 -0.1 -0.1 0.1
N -0.202 0.584 -2.523 0.1 0.1 -0.1
C -0.749 -0.174 -3.480 0.0 0.0 0.0
C -1.523 -1.295 -3.208 0.0 0.0 0.0
C -1.746 -1.647 -1.896 0.0 0.0 -0.1
C -1.185 -0.875 -0.865 0.2 0.2 0.0
H -5.272 -6.917 6.855 0.0 0.0 0.0
H -4.387 -7.202 5.340 0.0 0.0 0.0
H -5.865 -6.199 5.342 0.0 0.0 0.0
H -2.822 -3.306 6.749 0.0 0.0 0.0
H -1.793 -1.789 5.128 0.0 0.0 0.0
H -3.403 -4.159 1.921 0.0 0.0 0.0
H -4.431 -5.673 3.556 0.0 0.0 0.0
H -0.933 -0.603 3.605 0.0 0.0 0.0
H 0.494 1.460 3.179 0.0 0.0 0.0
H 1.833 3.381 2.391 0.0 0.0 0.0
H 2.097 3.761 -0.039 0.0 0.0 0.0
H -0.562 0.122 -4.505 0.0 0.0 0.0
H -1.936 -1.868 -4.026 0.0 0.0 0.0
H -2.346 -2.510 -1.633 0.0 0.0 0.0
C 6.982 2.319 -2.743 0.1 0.0 0.1
C 5.681 2.347 -3.478 -0.1 0.0 -0.1
C 5.612 2.333 -4.872 -0.1 0.0 0.2
C 4.381 2.357 -5.521 -0.2 0.0 -0.2
C 3.270 2.399 -4.726 -0.2 0.0 0.2
Br 1.475 2.441 -5.501 0.5 -0.1 -0.7
N 3.270 2.415 -3.389 -0.5 0.0 -0.4
C 4.473 2.385 -2.788 0.0 0.0 0.3
H 7.820 2.305 -3.434 0.0 0.0 0.0
H 7.047 1.437 -2.103 0.0 0.0 0.0
H 7.082 3.192 -2.097 0.0 0.0 0.0
H 6.519 2.302 -5.463 0.0 0.0 0.0
H 4.300 2.342 -6.600 0.0 0.0 0.0
H 4.456 2.386 -1.705 0.0 0.0 0.0
Cl -0.257 4.625 -2.859 0.4 0.4 0.0
C -1.548 5.924 -2.831 -1.8 0.6 -0.1
Cl -3.131 5.216 -2.994 0.5 0.2 0.0
H -1.323 6.569 -3.673 0.2 -0.1 -0.1
H -1.443 6.422 -1.874 0.2 -0.1 0.1
```
Forces are in eV/Å.

Below is 2 unconnected molecules or ions with the total composition C27H22F4NO in a non-equilibrium geometry, with properties calculated with ωB97M-V/def2-TZVPD.

## Properties
Kohn-Sham gap ... 3.5 eV
Total charge ... +1
Energy ... -42752.4707 eV
Relative energy (zero: lowest compared OMol25 entry of this formula, charge and spin) ... 127.6 kJ/mol
Max |F| ... 3.053 eV/A
E_LUMO ... -7.031 eV

Structure (XYZ):
```
55
Properties=species:S:1:pos:R:3:forces:R:3
C -2.928 1.059 1.592 -0.4 0.4 0.5
C -2.497 -0.374 1.495 -0.7 -1.2 1.1
N -1.416 -0.612 0.614 0.8 1.1 0.6
C -1.676 -1.024 -0.711 -0.6 0.5 -1.8
C -1.300 -2.431 -0.970 -0.4 -0.9 -1.2
C -1.800 -3.096 -2.051 -0.1 0.7 1.1
C -1.112 -4.261 -2.665 0.7 -0.8 0.7
C 0.425 -4.184 -2.389 -0.6 0.0 -1.1
C 0.781 -3.752 -1.006 0.4 0.5 0.2
C 2.094 -3.952 -0.540 -0.3 -0.2 -0.1
C 2.445 -3.627 0.763 -0.1 0.1 0.3
C 1.464 -3.100 1.619 -0.4 -0.1 -0.4
C 0.184 -2.816 1.123 -0.1 0.0 0.1
C -0.145 -3.022 -0.236 1.0 -0.1 0.1
C -2.113 -0.150 -1.689 0.3 -1.9 1.5
O -3.026 -1.283 2.118 0.8 1.4 -1.3
H -2.555 1.653 0.745 -0.2 -0.2 0.4
H -4.027 1.025 1.581 0.3 0.3 0.1
H -2.602 1.506 2.555 -0.2 -0.3 -0.5
H -0.643 0.050 0.743 -0.8 -0.3 -0.1
H -2.754 -2.764 -2.460 0.3 0.1 -0.2
H -1.436 -5.223 -2.211 -0.2 0.5 -0.3
H -1.340 -4.281 -3.742 0.2 -0.2 0.4
H 0.874 -5.159 -2.605 -0.1 0.1 0.1
H 0.873 -3.500 -3.114 0.0 0.2 0.0
H 2.834 -4.364 -1.243 -0.4 0.0 0.5
H 3.457 -3.829 1.130 -0.4 0.2 -0.2
H 1.677 -2.888 2.668 0.0 -0.2 -0.3
H -0.612 -2.472 1.793 0.6 0.0 -0.2
H -2.348 -0.564 -2.671 0.4 0.4 0.2
H -2.378 0.878 -1.473 0.0 -0.1 0.1
F -1.402 5.938 0.020 1.2 -1.3 -0.7
C -0.682 4.984 -0.674 -1.1 0.7 0.3
C -0.074 5.377 -1.870 -0.1 -0.7 0.2
C 0.403 4.329 -2.666 0.5 0.0 -0.7
F 0.903 4.643 -3.907 -0.7 -0.5 1.6
C 0.420 2.997 -2.245 0.1 -0.4 0.5
C 0.072 2.685 -0.888 -1.5 1.0 -0.4
C 0.492 1.495 -0.190 3.0 0.6 -0.1
C 1.244 1.594 1.055 0.1 0.0 0.4
C 2.098 0.530 1.518 -0.6 -0.6 0.4
C 2.550 0.536 2.841 0.9 -1.3 0.2
F 3.261 -0.552 3.318 -1.0 1.5 -1.0
C 2.346 1.574 3.754 -0.2 0.1 -0.7
C 1.705 2.684 3.211 -0.3 1.1 0.3
F 1.552 3.780 4.025 0.2 -1.2 -1.1
C 1.214 2.745 1.904 -0.2 0.1 0.8
C -0.653 3.678 -0.194 0.4 0.7 0.7
H -0.014 6.423 -2.173 -0.2 -0.4 0.0
H 0.734 2.196 -2.902 0.3 0.2 -0.1
H 0.674 0.565 -0.742 -0.2 0.3 -0.1
H 2.377 -0.320 0.883 -0.4 0.2 0.3
H 2.694 1.551 4.796 -0.1 -0.1 -0.6
H 0.788 3.687 1.586 0.0 -0.1 0.1
H -1.103 3.439 0.776 0.1 0.3 -0.5
```
Forces are in eV/Å.

Below is a molecular structure, C27H22GeN3Pd, with properties calculated with ωB97M-V/def2-TZVPD.

## Properties
Kohn-Sham gap ... 7.2 eV
Total charge ... +1
Energy ... -92817.3787 eV
Relative energy (zero: lowest compared OMol25 entry of this formula, charge and spin) ... 0.0 kJ/mol
Max |F| ... 0.413 eV/A
E_LUMO ... -3.632 eV

Structure (XYZ):
```
54
Properties=species:S:1:pos:R:3:forces:R:3
Pd -0.583 0.621 0.536 0.0 -0.1 0.2
C 1.746 0.202 -3.109 0.0 0.0 -0.1
C 2.830 1.005 -2.814 0.0 0.0 0.0
C 2.819 1.749 -1.642 0.1 0.1 0.0
C 1.737 1.656 -0.794 -0.1 0.0 0.1
N 0.671 0.860 -1.085 0.2 0.0 -0.1
C 0.684 0.161 -2.221 -0.1 0.1 0.1
C 1.655 2.399 0.500 0.0 -0.1 0.0
C 2.165 3.660 0.760 0.1 0.0 0.0
C 1.814 4.266 1.960 0.0 0.0 0.0
C 0.927 3.652 2.836 0.0 0.1 0.1
C 0.461 2.390 2.509 0.0 -0.1 0.1
N 0.900 1.786 1.409 -0.1 0.1 -0.3
C -0.597 1.615 3.219 0.1 -0.1 -0.2
C -0.885 1.794 4.553 0.0 0.1 0.1
C -1.847 0.995 5.155 0.0 0.0 0.1
C -2.481 0.028 4.403 0.0 0.0 0.0
C -2.166 -0.089 3.058 0.1 0.2 0.0
N -1.260 0.692 2.466 -0.1 0.1 0.3
H 1.711 -0.392 -4.011 0.0 0.0 0.0
H 3.679 1.049 -3.482 0.0 0.0 0.0
H 3.656 2.380 -1.375 0.0 0.0 0.0
H -0.193 -0.439 -2.420 0.0 -0.1 0.0
H 2.784 4.174 0.038 0.0 0.0 0.0
H 2.189 5.255 2.188 0.0 0.0 0.0
H 0.578 4.170 3.718 0.0 0.0 0.0
H -0.344 2.535 5.124 0.0 0.0 0.0
H -2.086 1.123 6.202 0.0 0.0 0.0
H -3.218 -0.633 4.837 0.0 0.0 0.0
H -2.660 -0.813 2.428 0.0 0.0 0.0
Ge -2.681 0.143 -0.442 -0.4 -0.1 -0.1
C -2.994 -1.644 -1.158 0.0 0.0 0.0
C -2.001 -2.618 -1.229 0.0 0.0 0.0
C -2.296 -3.902 -1.671 0.0 0.0 0.0
C -3.592 -4.223 -2.043 0.0 0.0 0.0
C -4.593 -3.261 -1.977 0.0 0.0 0.0
C -4.296 -1.979 -1.537 0.1 -0.1 -0.1
C -3.065 1.534 -1.754 0.0 0.0 0.0
C -2.617 1.475 -3.074 0.0 0.0 0.0
C -2.913 2.492 -3.972 0.0 0.0 0.0
C -3.660 3.586 -3.558 0.0 0.0 0.0
C -4.109 3.662 -2.247 0.0 0.0 0.0
C -3.812 2.642 -1.351 0.0 0.0 -0.1
H -3.776 0.345 0.645 0.1 0.0 0.0
H -0.986 -2.381 -0.925 0.0 0.0 0.0
H -1.516 -4.652 -1.721 0.0 0.0 0.0
H -3.826 -5.224 -2.381 0.0 0.0 0.0
H -5.606 -3.512 -2.267 0.0 0.0 0.0
H -5.083 -1.233 -1.491 0.0 0.0 0.0
H -2.048 0.616 -3.417 -0.1 0.0 0.0
H -2.568 2.427 -4.996 0.0 0.0 0.0
H -3.900 4.375 -4.259 0.0 0.0 0.0
H -4.698 4.511 -1.924 0.0 0.0 0.0
H -4.176 2.706 -0.331 0.0 0.0 0.0
```
Forces are in eV/Å.

Below is a molecular structure, C27H22N3PSe3Ta in a non-equilibrium geometry, with properties calculated with ωB97M-V/def2-TZVPD.

## Properties
Kohn-Sham gap ... 5.9 eV
Total charge ... +3
Energy ... -239680.1915 eV
Relative energy (zero: lowest compared OMol25 entry of this formula, charge and spin) ... 0.0 kJ/mol
Max |F| ... 1.100 eV/A
E_LUMO ... -11.144 eV

Structure (XYZ):
```
57
Properties=species:S:1:pos:R:3:forces:R:3
Ta 0.213 0.117 -0.512 0.8 -0.2 0.8
Se 1.282 0.371 -2.704 -0.1 -0.2 0.4
P 0.240 2.399 -2.392 -0.1 -0.2 0.2
Se -0.231 2.513 -0.182 -0.1 -0.3 0.0
C -1.264 2.336 -3.295 -0.3 0.0 -0.2
C -2.509 2.515 -2.684 0.0 0.0 -0.2
C -3.650 2.510 -3.473 0.0 0.0 0.1
C -3.550 2.323 -4.844 0.0 0.0 0.0
C -2.309 2.136 -5.448 0.0 0.0 0.0
C -1.162 2.141 -4.681 0.0 0.0 0.0
C 1.403 3.645 -2.802 0.4 0.1 0.1
C 2.070 3.528 -4.033 0.1 0.1 0.1
C 2.918 4.546 -4.426 0.0 0.0 0.0
C 3.105 5.653 -3.601 0.0 0.0 -0.1
C 2.455 5.755 -2.377 0.0 0.0 0.0
C 1.603 4.747 -1.961 0.0 0.1 -0.2
H -2.604 2.688 -1.623 0.0 0.0 0.1
H -4.618 2.669 -3.016 0.0 0.0 0.0
H -4.445 2.327 -5.453 0.0 0.0 0.0
H -2.238 1.994 -6.519 0.0 0.0 0.0
H -0.206 1.997 -5.167 0.0 0.0 0.0
H 1.951 2.661 -4.671 0.0 0.0 0.0
H 3.439 4.474 -5.373 0.0 0.0 0.1
H 3.773 6.445 -3.917 0.0 0.0 0.0
H 2.611 6.620 -1.746 0.0 0.0 0.0
H 1.096 4.842 -1.012 0.0 0.0 0.1
C -2.322 -1.097 2.867 0.2 -0.2 -0.1
N -1.632 -2.273 2.320 -0.1 0.2 0.4
C -1.363 -2.561 1.054 0.1 0.1 0.1
Se -1.690 -1.534 -0.508 -0.3 0.3 -0.3
N -0.809 -3.767 0.981 0.1 -0.4 0.2
C -0.688 -4.304 2.269 0.1 -0.2 -0.5
C -0.173 -5.513 2.726 0.1 0.0 0.0
C -0.191 -5.690 4.092 0.0 0.0 0.2
C -0.719 -4.714 4.966 0.1 -0.1 0.0
C -1.245 -3.528 4.500 0.0 0.0 0.1
C -1.204 -3.350 3.120 -0.3 0.5 0.0
H -2.621 -0.442 2.058 0.0 0.1 -0.1
H -1.658 -0.577 3.554 0.0 0.0 0.0
H -3.211 -1.431 3.397 0.0 0.0 0.0
H -0.570 -4.233 0.119 0.0 0.0 0.0
H 0.221 -6.269 2.056 0.0 0.1 0.1
H 0.208 -6.607 4.509 0.0 0.1 0.0
H -0.711 -4.905 6.032 0.0 0.0 -0.1
H -1.658 -2.787 5.174 0.0 -0.1 0.0
N 2.612 -3.247 5.556 -0.1 0.1 -0.3
C 2.415 -2.661 4.585 0.0 0.1 0.1
C 2.112 -1.920 3.383 0.1 -0.2 0.2
C 1.611 -0.618 3.489 0.0 0.0 0.1
C 1.226 0.057 2.348 0.0 -0.3 -0.1
C 1.329 -0.589 1.091 -0.1 0.5 -0.8
C 1.911 -1.875 0.995 -0.1 0.3 0.1
C 2.297 -2.536 2.141 0.0 -0.1 0.1
H 1.530 -0.151 4.464 0.0 0.0 0.0
H 0.845 1.064 2.446 0.0 0.1 0.0
H 2.043 -2.368 0.039 0.0 0.0 -0.1
H 2.732 -3.528 2.092 0.0 0.1 0.0
```
Forces are in eV/Å.

What is the formula in the first record? C27H22BrCl2LuN5O

Copy entry 3 word for word.
Below is a molecular structure, C27H22GeN3Pd, with properties calculated with ωB97M-V/def2-TZVPD.

## Properties
Kohn-Sham gap ... 7.2 eV
Total charge ... +1
Energy ... -92817.3787 eV
Relative energy (zero: lowest compared OMol25 entry of this formula, charge and spin) ... 0.0 kJ/mol
Max |F| ... 0.413 eV/A
E_LUMO ... -3.632 eV

Structure (XYZ):
```
54
Properties=species:S:1:pos:R:3:forces:R:3
Pd -0.583 0.621 0.536 0.0 -0.1 0.2
C 1.746 0.202 -3.109 0.0 0.0 -0.1
C 2.830 1.005 -2.814 0.0 0.0 0.0
C 2.819 1.749 -1.642 0.1 0.1 0.0
C 1.737 1.656 -0.794 -0.1 0.0 0.1
N 0.671 0.860 -1.085 0.2 0.0 -0.1
C 0.684 0.161 -2.221 -0.1 0.1 0.1
C 1.655 2.399 0.500 0.0 -0.1 0.0
C 2.165 3.660 0.760 0.1 0.0 0.0
C 1.814 4.266 1.960 0.0 0.0 0.0
C 0.927 3.652 2.836 0.0 0.1 0.1
C 0.461 2.390 2.509 0.0 -0.1 0.1
N 0.900 1.786 1.409 -0.1 0.1 -0.3
C -0.597 1.615 3.219 0.1 -0.1 -0.2
C -0.885 1.794 4.553 0.0 0.1 0.1
C -1.847 0.995 5.155 0.0 0.0 0.1
C -2.481 0.028 4.403 0.0 0.0 0.0
C -2.166 -0.089 3.058 0.1 0.2 0.0
N -1.260 0.692 2.466 -0.1 0.1 0.3
H 1.711 -0.392 -4.011 0.0 0.0 0.0
H 3.679 1.049 -3.482 0.0 0.0 0.0
H 3.656 2.380 -1.375 0.0 0.0 0.0
H -0.193 -0.439 -2.420 0.0 -0.1 0.0
H 2.784 4.174 0.038 0.0 0.0 0.0
H 2.189 5.255 2.188 0.0 0.0 0.0
H 0.578 4.170 3.718 0.0 0.0 0.0
H -0.344 2.535 5.124 0.0 0.0 0.0
H -2.086 1.123 6.202 0.0 0.0 0.0
H -3.218 -0.633 4.837 0.0 0.0 0.0
H -2.660 -0.813 2.428 0.0 0.0 0.0
Ge -2.681 0.143 -0.442 -0.4 -0.1 -0.1
C -2.994 -1.644 -1.158 0.0 0.0 0.0
C -2.001 -2.618 -1.229 0.0 0.0 0.0
C -2.296 -3.902 -1.671 0.0 0.0 0.0
C -3.592 -4.223 -2.043 0.0 0.0 0.0
C -4.593 -3.261 -1.977 0.0 0.0 0.0
C -4.296 -1.979 -1.537 0.1 -0.1 -0.1
C -3.065 1.534 -1.754 0.0 0.0 0.0
C -2.617 1.475 -3.074 0.0 0.0 0.0
C -2.913 2.492 -3.972 0.0 0.0 0.0
C -3.660 3.586 -3.558 0.0 0.0 0.0
C -4.109 3.662 -2.247 0.0 0.0 0.0
C -3.812 2.642 -1.351 0.0 0.0 -0.1
H -3.776 0.345 0.645 0.1 0.0 0.0
H -0.986 -2.381 -0.925 0.0 0.0 0.0
H -1.516 -4.652 -1.721 0.0 0.0 0.0
H -3.826 -5.224 -2.381 0.0 0.0 0.0
H -5.606 -3.512 -2.267 0.0 0.0 0.0
H -5.083 -1.233 -1.491 0.0 0.0 0.0
H -2.048 0.616 -3.417 -0.1 0.0 0.0
H -2.568 2.427 -4.996 0.0 0.0 0.0
H -3.900 4.375 -4.259 0.0 0.0 0.0
H -4.698 4.511 -1.924 0.0 0.0 0.0
H -4.176 2.706 -0.331 0.0 0.0 0.0
```
Forces are in eV/Å.

Copy entry 2 word for word.
Below is 2 unconnected molecules or ions with the total composition C27H22F4NO in a non-equilibrium geometry, with properties calculated with ωB97M-V/def2-TZVPD.

## Properties
Kohn-Sham gap ... 3.5 eV
Total charge ... +1
Energy ... -42752.4707 eV
Relative energy (zero: lowest compared OMol25 entry of this formula, charge and spin) ... 127.6 kJ/mol
Max |F| ... 3.053 eV/A
E_LUMO ... -7.031 eV

Structure (XYZ):
```
55
Properties=species:S:1:pos:R:3:forces:R:3
C -2.928 1.059 1.592 -0.4 0.4 0.5
C -2.497 -0.374 1.495 -0.7 -1.2 1.1
N -1.416 -0.612 0.614 0.8 1.1 0.6
C -1.676 -1.024 -0.711 -0.6 0.5 -1.8
C -1.300 -2.431 -0.970 -0.4 -0.9 -1.2
C -1.800 -3.096 -2.051 -0.1 0.7 1.1
C -1.112 -4.261 -2.665 0.7 -0.8 0.7
C 0.425 -4.184 -2.389 -0.6 0.0 -1.1
C 0.781 -3.752 -1.006 0.4 0.5 0.2
C 2.094 -3.952 -0.540 -0.3 -0.2 -0.1
C 2.445 -3.627 0.763 -0.1 0.1 0.3
C 1.464 -3.100 1.619 -0.4 -0.1 -0.4
C 0.184 -2.816 1.123 -0.1 0.0 0.1
C -0.145 -3.022 -0.236 1.0 -0.1 0.1
C -2.113 -0.150 -1.689 0.3 -1.9 1.5
O -3.026 -1.283 2.118 0.8 1.4 -1.3
H -2.555 1.653 0.745 -0.2 -0.2 0.4
H -4.027 1.025 1.581 0.3 0.3 0.1
H -2.602 1.506 2.555 -0.2 -0.3 -0.5
H -0.643 0.050 0.743 -0.8 -0.3 -0.1
H -2.754 -2.764 -2.460 0.3 0.1 -0.2
H -1.436 -5.223 -2.211 -0.2 0.5 -0.3
H -1.340 -4.281 -3.742 0.2 -0.2 0.4
H 0.874 -5.159 -2.605 -0.1 0.1 0.1
H 0.873 -3.500 -3.114 0.0 0.2 0.0
H 2.834 -4.364 -1.243 -0.4 0.0 0.5
H 3.457 -3.829 1.130 -0.4 0.2 -0.2
H 1.677 -2.888 2.668 0.0 -0.2 -0.3
H -0.612 -2.472 1.793 0.6 0.0 -0.2
H -2.348 -0.564 -2.671 0.4 0.4 0.2
H -2.378 0.878 -1.473 0.0 -0.1 0.1
F -1.402 5.938 0.020 1.2 -1.3 -0.7
C -0.682 4.984 -0.674 -1.1 0.7 0.3
C -0.074 5.377 -1.870 -0.1 -0.7 0.2
C 0.403 4.329 -2.666 0.5 0.0 -0.7
F 0.903 4.643 -3.907 -0.7 -0.5 1.6
C 0.420 2.997 -2.245 0.1 -0.4 0.5
C 0.072 2.685 -0.888 -1.5 1.0 -0.4
C 0.492 1.495 -0.190 3.0 0.6 -0.1
C 1.244 1.594 1.055 0.1 0.0 0.4
C 2.098 0.530 1.518 -0.6 -0.6 0.4
C 2.550 0.536 2.841 0.9 -1.3 0.2
F 3.261 -0.552 3.318 -1.0 1.5 -1.0
C 2.346 1.574 3.754 -0.2 0.1 -0.7
C 1.705 2.684 3.211 -0.3 1.1 0.3
F 1.552 3.780 4.025 0.2 -1.2 -1.1
C 1.214 2.745 1.904 -0.2 0.1 0.8
C -0.653 3.678 -0.194 0.4 0.7 0.7
H -0.014 6.423 -2.173 -0.2 -0.4 0.0
H 0.734 2.196 -2.902 0.3 0.2 -0.1
H 0.674 0.565 -0.742 -0.2 0.3 -0.1
H 2.377 -0.320 0.883 -0.4 0.2 0.3
H 2.694 1.551 4.796 -0.1 -0.1 -0.6
H 0.788 3.687 1.586 0.0 -0.1 0.1
H -1.103 3.439 0.776 0.1 0.3 -0.5
```
Forces are in eV/Å.